The following is a DFT calculation (wB97M-V/def2-TZVPD) of a 2-piece molecular cluster, C3H4S2 overall in a non-equilibrium geometry.

ORCA input file:
```
! wB97M-V def2-TZVPD RIJCOSX def2/J DEFGRID3
* xyz 0 3
S 1.779 -0.334 2.144
H -1.224 -2.933 -0.392
H -1.598 -1.174 -1.135
C 0.781 1.349 0.264
H 1.021 3.236 -0.944
C 0.727 0.157 0.992
S -2.030 -2.398 -1.415
C 0.864 2.418 -0.365
H -0.320 -0.322 0.849
*
```

Summary:
- E_HOMO (alpha / beta): -7.523 / -9.862 eV
- ⟨S²⟩: 2.02
- HOMO-LUMO gap (alpha / beta): 8.15 / 7.03 eV
- Energy relative to the best compared isomer or geometry (same formula, charge and spin): 31.6 kcal per mole

---

The following is a DFT calculation (wB97M-V/def2-TZVPD) of a 2-piece molecular cluster, C4H9N2 overall in a non-equilibrium geometry.

ORCA input file:
```
! wB97M-V def2-TZVPD RIJCOSX def2/J DEFGRID3
* xyz 1 1
H 1.327 1.153 1.928
H -1.211 -1.841 0.923
H -0.949 -1.979 -0.714
H 0.274 1.774 -1.304
N -1.210 -1.352 0.035
H 1.111 -0.623 2.080
H 2.635 -1.120 -1.400
H -0.490 2.245 0.248
N 2.648 -0.713 -0.470
C 0.331 0.284 0.184
C 1.116 0.225 1.406
H -1.284 1.147 -0.871
C 1.649 -0.250 0.061
H -2.118 -0.937 -0.132
C -0.318 1.430 -0.454
*
```

Summary:
- E_HOMO: -14.196 eV
- HOMO-LUMO gap: 8.45 eV
- Energy relative to the best compared isomer or geometry (same formula, charge and spin): 98.6 kcal per mole

---

The following is a DFT calculation (wB97M-V/def2-TZVPD) of C10H14N2 as an isolated structure in a non-equilibrium geometry.

ORCA input file:
```
! wB97M-V def2-TZVPD RIJCOSX def2/J DEFGRID3
* xyz 0 1
H 1.869 1.156 0.559
N -2.180 -1.343 0.438
H -3.810 -0.249 -0.173
H 1.839 -2.470 0.967
H -0.876 2.369 0.060
H 0.622 1.283 -1.644
C 2.659 -0.856 -0.068
H -2.414 0.663 1.875
C -0.744 -1.258 0.256
C -2.698 0.009 -0.056
H 3.705 -0.829 0.036
C 2.025 0.563 -0.279
H -1.804 0.289 -2.103
H -3.074 1.836 0.896
N -1.544 -1.676 -0.838
C 0.747 0.415 -1.137
C -1.665 -0.184 -1.176
H 2.451 -1.576 -0.966
C -2.301 1.075 0.946
H -0.102 1.487 1.509
H 2.826 -1.305 2.085
C 2.362 -1.617 1.176
C -0.422 0.188 -0.247
H 2.668 1.134 -0.791
C -0.793 1.391 0.545
H 0.655 -0.495 -1.870
*
```

Summary:
- E_HOMO (alpha / beta): -7.825 / -8.455 eV
- HOMO-LUMO gap (alpha / beta): 7.47 / 9.02 eV
- Energy relative to the best compared isomer or geometry (same formula, charge and spin): 214.9 kcal per mole

---

The following is a DFT calculation (wB97M-V/def2-TZVPD) of C19H23BrCl2MnN2O2S as an isolated structure.

ORCA input file:
```
! wB97M-V def2-TZVPD RIJCOSX def2/J DEFGRID3
* xyz 0 2
Cl -2.396 -0.281 -0.186
C -4.831 2.855 -0.226
C -0.513 -0.696 -2.684
H 1.681 0.079 3.437
H -1.213 -1.730 2.286
H 2.292 2.138 0.453
C 2.706 1.392 -0.219
C -1.876 -2.624 -2.973
C -2.022 2.419 -0.345
H 2.676 -0.618 -1.876
C 2.432 -0.327 1.451
O 0.595 -3.775 -1.506
H -1.903 0.522 2.429
H -5.898 3.027 -0.183
C -1.288 0.023 -3.576
C -4.330 1.566 -0.180
C 2.853 -0.890 -0.837
H -4.984 0.708 -0.103
N 0.076 -0.091 2.056
H 0.473 -2.177 2.131
O 0.234 -1.978 -0.239
H 3.462 -0.058 1.717
Cl -1.558 5.094 -0.511
C -2.376 -0.598 -4.174
H 2.510 -1.906 -0.666
C -2.589 3.704 -0.384
H 2.352 -1.412 1.515
C 0.085 -2.690 -1.315
H -1.047 1.056 -3.788
H 0.355 -0.202 -2.249
H -3.525 -2.407 -4.313
C -2.669 -1.918 -3.869
C 1.448 0.331 2.396
Br -2.392 -4.398 -2.567
H -0.117 -1.455 3.663
Mn -0.008 -0.069 -0.032
H -0.723 1.839 2.325
N 2.144 0.055 0.051
S -0.290 2.174 -0.435
H -4.320 4.941 -0.363
C -0.892 0.828 2.687
C -0.784 -2.023 -2.360
H -3.005 -0.056 -4.867
C -2.961 1.386 -0.238
H 2.464 1.690 -1.238
H 3.932 -0.835 -0.649
C -0.201 -1.449 2.570
C -3.954 3.924 -0.328
H 3.796 1.366 -0.105
H -0.781 0.798 3.777
H 1.490 1.416 2.301
*
```

Summary:
- E_HOMO (alpha / beta): -7.821 / -7.889 eV
- ⟨S²⟩: 0.79
- HOMO-LUMO gap (alpha / beta): 8.33 / 8.40 eV
- Energy relative to the best compared isomer or geometry (same formula, charge and spin): 14.5 kcal per mole

---

The following is a DFT calculation (wB97M-V/def2-TZVPD) of an isolated ion of composition C4H9NO3P and charge -1 in a non-equilibrium geometry.

ORCA input file:
```
! wB97M-V def2-TZVPD RIJCOSX def2/J DEFGRID3
* xyz -1 1
C 1.023 0.433 0.433
H 1.179 -2.079 0.531
C 0.251 -0.541 -0.544
H -0.547 -1.764 0.811
H 1.895 -0.115 0.715
O -1.617 1.242 -0.618
O -3.568 -0.674 -0.362
P -2.370 0.004 0.155
H 0.906 -0.559 -1.392
H -0.301 -2.711 -0.486
H 1.950 1.624 -1.190
C 0.179 -1.870 0.080
O -2.226 0.261 1.591
H 0.436 2.308 -0.320
H 0.414 0.586 1.287
N -1.099 -0.131 -0.911
C 1.404 1.732 -0.219
H 2.092 2.256 0.440
*
```

Summary:
- E_HOMO: -4.472 eV
- HOMO-LUMO gap: 8.37 eV
- Energy relative to the best compared isomer or geometry (same formula, charge and spin): 54.8 kcal per mole
- Structure (SMILES): CC[C@@H](C)N1O[P@@]1(=O)[O-]

---

The following is a DFT calculation (wB97M-V/def2-TZVPD) of one molecule with the formula C2H3Br2OP in a non-equilibrium geometry.

ORCA input file:
```
! wB97M-V def2-TZVPD RIJCOSX def2/J DEFGRID3
* xyz 0 1
Br 2.048 -2.159 -0.170
C -0.094 -0.505 0.924
O -1.902 -2.643 1.022
H -0.508 0.554 1.076
H 0.337 -0.722 1.851
C 1.232 -0.411 -0.225
H 0.876 -0.105 -1.345
Br 2.385 1.097 0.273
P -1.172 -1.809 0.091
*
```

Summary:
- E_HOMO: -9.551 eV
- HOMO-LUMO gap: 8.77 eV
- Energy relative to the best compared isomer or geometry (same formula, charge and spin): 54.6 kcal per mole
- Structure (SMILES): O=PCC(Br)Br

---

The following is a DFT calculation (wB97M-V/def2-TZVPD) of CH3Na8O5 as an isolated structure in a non-equilibrium geometry.

ORCA input file:
```
! wB97M-V def2-TZVPD RIJCOSX def2/J DEFGRID3
* xyz 5 1
O -0.374 -0.133 -3.301
O -1.839 3.215 2.100
O -0.856 0.122 0.737
O 1.321 -0.080 0.977
Na -2.365 -1.744 0.311
C 0.249 -0.314 0.293
H -0.294 -0.567 -2.449
Na 2.719 -0.722 -1.586
Na -1.375 0.880 3.090
O 0.355 -1.240 -0.600
Na 1.506 -2.867 1.033
Na -2.861 1.578 0.026
H -1.555 2.768 1.297
Na -0.013 -3.457 -1.460
Na 3.790 0.265 1.612
Na 1.094 2.470 1.635
H 0.497 -0.174 -3.714
*
```

Summary:
- E_HOMO: -22.418 eV
- HOMO-LUMO gap: 4.09 eV
- Energy relative to the best compared isomer or geometry (same formula, charge and spin): 0.0 kcal per mole

---

The following is a DFT calculation (wB97M-V/def2-TZVPD) of a 2-piece molecular cluster, C3H13BN2O2Si overall in a non-equilibrium geometry.

ORCA input file:
```
! wB97M-V def2-TZVPD RIJCOSX def2/J DEFGRID3
* xyz 0 1
H -0.464 -2.759 -0.392
H 3.950 -2.237 1.113
H -2.305 3.490 -0.710
Si 0.032 -2.673 1.002
H 0.784 1.775 -1.361
H -0.107 -3.985 1.681
O 2.137 -0.644 0.651
H 3.209 -3.625 0.608
H 1.794 -0.080 1.350
C -0.045 2.465 -1.215
C -1.198 0.384 -0.662
H -0.770 -1.653 1.710
B 1.947 -2.001 0.937
H -0.224 2.999 -2.151
N -1.218 1.722 -0.808
N 3.099 -2.789 1.167
H -2.788 2.262 0.481
O -2.152 -0.285 -0.314
H 0.241 3.194 -0.453
C -2.461 2.427 -0.546
H -3.252 2.071 -1.207
H -0.209 -0.059 -0.883
*
```

Summary:
- E_HOMO: -9.310 eV
- HOMO-LUMO gap: 9.77 eV
- Structure (SMILES): NB(O)[SiH3].CN(C)C=O

---

The following is a DFT calculation (wB97M-V/def2-TZVPD) of C18H38InNO31S7 as an isolated structure.

ORCA input file:
```
! wB97M-V def2-TZVPD RIJCOSX def2/J DEFGRID3
* xyz -2 1
H -0.374 0.615 -1.464
H 8.300 -5.229 -0.170
C -3.821 1.445 4.733
H 1.184 -2.426 0.475
C 1.086 -6.886 2.705
O -5.677 1.674 -2.241
C -6.310 1.250 9.402
C 1.808 -6.918 1.371
O -5.189 3.567 -3.638
O 1.425 -3.607 2.441
O 11.234 -3.983 -2.833
H 9.680 -6.592 -1.665
O -0.691 0.337 4.698
S -4.512 2.141 -3.274
O -6.622 2.512 8.794
H 8.064 -6.813 -2.391
H 0.958 -2.108 -1.113
H -1.849 6.026 -5.032
H 5.331 -3.383 -4.208
H -3.486 3.262 3.562
H -4.891 1.274 4.809
C 1.598 1.214 -0.868
O 3.693 -4.593 2.648
H 2.768 -7.436 1.445
O -5.957 3.199 6.550
H -3.466 1.959 5.629
O 2.994 -1.537 -2.770
O -0.585 8.187 -2.761
C 0.129 -0.707 0.151
H 1.214 -7.348 0.570
H 1.179 -7.815 3.262
N 1.160 -1.686 -0.215
S -1.783 0.333 3.791
H -1.396 1.471 0.215
H -2.356 4.397 -2.483
H -5.661 -0.601 8.428
H 7.300 -4.643 -1.523
O 1.746 -5.846 3.431
C -6.560 2.753 -1.957
O -4.592 1.295 -4.402
O -1.021 0.762 -3.751
C 8.823 -6.087 -2.115
C -6.548 3.592 -3.222
C -2.447 5.783 -4.153
O 4.571 0.393 -2.594
S -1.467 7.153 -2.326
O -0.509 2.518 -5.068
H 0.153 -0.562 1.229
O 2.039 -5.541 1.077
H 1.833 1.993 -0.134
S -6.862 2.339 7.224
H 6.363 -0.623 -5.066
O -1.842 -0.567 2.702
C 0.220 0.667 -0.545
O 9.254 -5.401 -3.299
O 4.350 -0.898 -4.698
H -6.178 3.318 -1.103
H 0.033 -6.625 2.585
H -4.575 0.788 8.171
O 9.149 -3.006 -3.735
H 6.958 -2.712 -3.911
C 8.296 -4.974 -1.226
O 5.446 -1.880 -2.810
O -8.249 2.366 6.933
H 1.354 4.034 -2.465
C -1.708 4.853 -3.225
S 4.196 -0.868 -3.096
H -6.842 4.625 -3.052
H 3.035 2.172 -3.832
H -0.872 -1.097 -0.099
C -3.413 2.182 3.472
O 9.228 -3.905 -1.444
O -2.657 6.992 -3.383
H -7.238 0.768 9.711
H -5.676 1.428 10.267
H -7.174 3.149 -4.001
H -7.544 2.351 -1.725
C 5.616 -1.421 -5.077
S 2.298 -4.716 2.422
O -3.338 2.391 -2.540
H -1.154 4.072 -3.759
O -2.069 7.290 -1.036
H 2.387 0.471 -0.765
H -3.414 5.391 -4.459
H -3.977 1.845 2.600
O -6.357 0.831 7.125
C 5.905 -2.469 -4.019
C -5.612 0.476 8.299
C -0.285 1.732 -4.094
H 5.533 -1.836 -6.079
O -2.039 1.825 3.311
O -3.157 0.181 4.628
S 9.818 -3.953 -2.920
In 1.539 2.285 -2.855
O -0.796 5.763 -2.522
O -0.453 1.606 0.346
*
```

Summary:
- E_HOMO: 1.049 eV
- HOMO-LUMO gap: 1.41 eV

---

The following is a DFT calculation (wB97M-V/def2-TZVPD) of C28H41GeIN8OTeW as an isolated structure.

ORCA input file:
```
! wB97M-V def2-TZVPD RIJCOSX def2/J DEFGRID3
* xyz 2 1
H 4.379 -1.471 -0.821
C -1.166 1.021 -0.575
C 0.345 -1.898 3.597
H -1.397 3.006 1.909
C -0.557 -2.754 -0.854
C 2.935 1.019 -1.283
C -2.912 -3.298 -1.539
H -4.383 3.521 -1.205
C 0.502 -2.510 7.333
H 2.713 -3.377 0.981
C 0.514 0.823 4.628
H 1.492 1.297 4.582
Te 0.017 0.023 2.704
I 0.899 -1.785 -3.889
H -0.227 1.569 4.904
H -0.483 -2.557 3.342
C 1.789 -3.243 0.437
H 1.269 -2.328 3.212
N 0.614 2.313 -2.094
W -0.139 0.222 -1.890
N 1.940 0.199 -1.525
H 0.852 4.886 -1.875
N 0.262 -1.712 -0.605
C 0.419 -2.725 5.970
C -0.218 -4.059 -0.529
H 0.415 2.729 -5.102
H -3.098 0.245 -2.875
H 1.273 -5.333 0.337
C -4.108 -2.874 -2.089
C 0.506 -0.352 5.575
H -0.357 1.213 0.168
C 0.588 -1.212 7.825
N 2.693 2.356 -1.079
H -2.826 -4.293 -1.132
C 1.586 2.993 -1.609
C -4.198 -1.577 -2.569
C -4.000 0.877 0.963
C -3.584 2.875 -1.574
N 0.531 1.742 -4.908
H 5.585 2.175 -1.621
H -1.258 0.788 -6.734
H 5.017 2.063 0.079
H 1.986 -1.123 0.362
H -1.491 4.174 0.574
H -0.877 -4.870 -0.797
H -4.957 -3.542 -2.131
O -1.073 0.844 -3.421
C 0.981 -4.318 0.102
N -1.927 -1.174 -1.964
H 0.649 0.870 7.334
C 4.551 -0.759 -1.631
C -0.706 1.082 -4.740
H 0.346 -3.736 5.586
Ge -2.779 2.035 -0.010
H 0.493 -3.350 8.014
N 1.646 4.339 -1.591
H -4.676 0.349 0.291
H -0.127 2.879 -2.486
H -4.598 1.492 1.635
H 0.648 -1.038 8.891
H -2.874 3.508 -2.108
H -3.446 0.152 1.558
H 6.144 0.890 -0.548
H -5.110 -1.197 -3.004
C 1.396 -1.976 0.069
H -4.028 2.182 -2.286
C 5.287 1.500 -0.815
H 5.606 -0.774 -1.888
H -2.374 0.037 -5.454
H 1.048 1.327 -5.674
H 3.996 -1.060 -2.520
N 4.202 0.608 -1.229
H 2.414 4.837 -1.175
C -2.048 3.429 1.143
H 2.263 -0.730 -1.779
C -1.836 -2.425 -1.498
H -2.869 3.941 1.645
C -3.087 -0.762 -2.489
C 0.422 -1.650 5.083
C 0.589 -0.141 6.950
H 3.489 2.935 -0.872
C -1.494 0.615 -5.695
*
```

Summary:
- E_HOMO: -12.468 eV
- HOMO-LUMO gap: 6.46 eV
- Energy relative to the best compared isomer or geometry (same formula, charge and spin): 34.5 kcal per mole

---

The following is a DFT calculation (wB97M-V/def2-TZVPD) of one molecule with the formula C2H4N4S in a non-equilibrium geometry.

ORCA input file:
```
! wB97M-V def2-TZVPD RIJCOSX def2/J DEFGRID3
* xyz 0 1
N 0.438 0.949 0.488
C 0.152 0.423 1.764
N -0.245 -1.129 0.205
C -0.244 -0.865 1.518
H 0.158 -0.131 -3.808
H 0.327 0.873 2.635
H 0.375 1.772 -0.201
N -0.003 0.400 -1.551
H -0.417 -1.646 2.116
S -0.604 -0.588 -2.815
N 0.063 -0.058 -0.351
*
```

Summary:
- E_HOMO (alpha / beta): -7.305 / -7.306 eV
- HOMO-LUMO gap (alpha / beta): 8.22 / 8.22 eV
- Energy relative to the best compared isomer or geometry (same formula, charge and spin): 110.0 kcal per mole

---

The following is a DFT calculation (wB97M-V/def2-TZVPD) of one molecule with the formula C10H21IN4O2 in a non-equilibrium geometry.

ORCA input file:
```
! wB97M-V def2-TZVPD RIJCOSX def2/J DEFGRID3
* xyz 0 1
C 1.013 -0.202 1.932
C 1.107 1.214 -0.204
H -2.735 0.889 -5.749
O 1.385 -0.374 -1.993
N -0.199 1.388 -2.274
H -0.400 -0.100 -0.904
H 0.408 0.712 3.732
C 0.962 -1.560 -2.465
C 1.306 0.235 3.354
H -2.360 2.645 -3.385
H 2.136 -0.467 5.043
H -0.639 0.843 1.030
N 1.760 -0.868 4.195
H 2.104 0.802 -0.126
H 2.065 1.003 3.307
H -2.036 0.349 -2.322
H 2.178 -3.100 4.591
H 0.296 -1.012 1.964
C -3.079 1.112 -4.751
N -0.478 -1.410 4.678
H -1.053 -2.224 4.864
H 0.956 -3.423 5.617
C 0.426 0.981 1.147
H -3.320 0.158 -4.301
C 0.400 0.476 -1.346
H -1.203 2.154 -4.593
H -3.986 1.694 -4.784
C -1.981 1.795 -3.932
C -1.330 0.798 -3.008
H 0.571 1.875 1.739
I -0.103 -2.854 -1.134
H -0.966 -0.012 -3.646
C 0.728 -1.765 4.544
N 1.171 -3.100 4.685
H 1.916 -0.564 1.463
O 1.268 -1.997 -3.560
H 0.488 1.647 -2.972
H 1.224 2.261 -0.436
*
```

Summary:
- E_HOMO: -9.503 eV
- HOMO-LUMO gap: 9.79 eV
- Structure (SMILES): [H]/N=C(\N)NCCCC[C@@H](NCCC)OC(=O)I

---

The records above yield E_tot values of -912.90179, -266.94223, -498.60991, -6041.41014, -779.70200, -5642.58190, -1712.56258, -696.48128, -6073.00688, -4314.12289, -695.65664, -1060.81727 a.u., respectively.